*a*
{"formula": "C5H12NOS", "method": "ωB97M-V/def2-TZVPD", "species": ["C", "O", "C", "C", "C", "S", "C", "N", "H", "H", "H", "H", "H", "H", "H", "H", "H", "H", "H", "H"], "coordinates": [[-2.73, -0.55, 0.92], [-3.41, -1.62, 0.56], [-1.46, -0.24, -0.03], [-0.30, 0.38, 0.75], [1.10, 0.19, 0.20], [1.61, 1.64, -0.74], [3.31, 1.17, -1.22], [-1.09, -1.44, -0.74], [-3.32, 0.41, 0.88], [-2.28, -0.58, 1.96], [-1.81, 0.52, -0.75], [-0.54, 1.45, 0.89], [-0.35, 0.03, 1.78], [1.09, -0.67, -0.47], [1.84, -0.04, 0.98], [3.50, 0.13, -0.96], [3.43, 1.39, -2.28], [4.03, 1.80, -0.67], [-1.99, -1.89, -0.94], [-0.64, -2.08, -0.09]], "gap_ev": 5.63, "charge": -1}


*b*
{"formula": "C5H12NOS", "method": "ωB97M-V/def2-TZVPD", "species": ["C", "C", "S", "C", "N", "C", "C", "O", "H", "H", "H", "H", "H", "H", "H", "H", "H", "H", "H", "H"], "coordinates": [[-0.23, 0.41, 1.37], [-1.71, 0.86, 1.12], [-2.98, -0.14, 1.88], [0.38, -0.19, 0.08], [0.71, 0.87, -0.85], [1.92, 0.61, -1.67], [2.11, -0.88, -2.23], [3.15, -1.50, -1.67], [0.35, 1.31, 1.57], [-0.17, -0.30, 2.19], [-1.69, 1.89, 1.47], [-1.97, 0.97, 0.06], [-2.26, -0.50, 2.95], [-0.36, -0.85, -0.39], [1.28, -0.74, 0.32], [-0.02, 1.14, -1.50], [1.95, 1.37, -2.46], [2.80, 0.75, -1.04], [1.13, -1.35, -2.04], [2.12, -0.73, -3.36]], "gap_ev": 5.12, "charge": -1}


*c*
{"formula": "C5H12NOS", "method": "ωB97M-V/def2-TZVPD", "species": ["C", "N", "C", "C", "C", "S", "C", "O", "H", "H", "H", "H", "H", "H", "H", "H", "H", "H", "H", "H"], "coordinates": [[-0.11, 1.89, -1.50], [0.47, 1.01, -0.50], [-0.28, -0.27, -0.44], [0.18, -0.98, 0.83], [0.02, -0.14, 2.09], [-0.24, -1.18, 3.54], [-0.13, -1.12, -1.73], [-1.12, -0.95, -2.63], [-0.27, 1.39, -2.47], [0.52, 2.78, -1.60], [-1.09, 2.22, -1.16], [1.40, 0.76, -0.83], [-1.32, 0.06, -0.31], [-0.33, -1.95, 0.93], [1.24, -1.28, 0.68], [-0.80, 0.55, 1.91], [0.87, 0.50, 2.24], [0.10, -0.28, 4.48], [0.00, -2.18, -1.40], [0.89, -0.82, -2.12]], "gap_ev": 5.34, "charge": -1}


*d*
{"formula": "C5H12NOS", "method": "ωB97M-V/def2-TZVPD", "species": ["C", "C", "C", "S", "H", "H", "H", "H", "H", "H", "H", "O", "C", "C", "N", "H", "H", "H", "H", "H"], "coordinates": [[-0.92, 3.06, -0.65], [-1.39, 1.69, -0.16], [-0.64, 1.14, 1.04], [1.14, 0.84, 0.71], [-0.77, 3.76, 0.17], [-1.67, 3.45, -1.34], [0.00, 3.00, -1.23], [-2.46, 1.78, 0.11], [-1.37, 0.97, -0.98], [-1.16, 0.24, 1.38], [-0.73, 1.87, 1.86], [-0.17, -3.65, 1.10], [0.50, -2.67, 0.87], [1.66, -2.69, -0.11], [1.45, -1.81, -1.26], [0.30, -1.68, 1.33], [2.59, -2.42, 0.40], [1.76, -3.72, -0.45], [1.12, -0.89, -0.92], [0.76, -2.24, -1.87]], "gap_ev": 6.80, "charge": -1}


Going by the energies, *d* is most stable and the next is 29.2 kcal/mol up.


*a*
{"formula": "C4H7BrN2", "method": "ωB97M-V/def2-TZVPD", "species": ["C", "C", "C", "C", "N", "N", "Br", "H", "H", "H", "H", "H", "H", "H"], "coordinates": [[-0.78, 0.04, 1.67], [-1.32, -0.69, 0.45], [-0.32, -0.33, -0.61], [1.46, 1.27, -0.96], [0.03, 0.98, 1.76], [0.31, 0.71, -0.42], [0.52, -3.12, -1.20], [-1.17, -0.20, 2.67], [-1.54, -1.65, 0.79], [-2.26, -0.21, 0.25], [-0.20, -1.14, -1.48], [1.78, 1.87, 0.00], [2.28, 0.54, -1.08], [1.21, 1.94, -1.82]], "gap_ev": [5.51, 7.65], "charge": 0}


*b*
{"formula": "C4H7BrN2", "method": "ωB97M-V/def2-TZVPD", "species": ["C", "C", "C", "C", "N", "N", "Br", "H", "H", "H", "H", "H", "H", "H"], "coordinates": [[-1.18, 0.56, -0.03], [0.65, -0.48, 1.27], [0.70, -0.37, -1.33], [0.33, 0.33, 0.00], [-1.74, 1.76, -0.58], [-1.66, 1.77, 0.62], [-2.33, -0.92, -0.01], [0.47, -1.54, 1.11], [0.04, -0.27, 2.02], [1.61, -0.34, 1.65], [1.61, -0.82, -1.12], [0.80, 0.21, -2.17], [-0.05, -1.21, -1.53], [0.75, 1.33, 0.09]], "gap_ev": 10.24, "charge": 0}


Going by the energies, *b* is most stable and the next is 47.4 kcal/mol up.


*a*
{"formula": "CH2N2O2", "method": "ωB97M-V/def2-TZVPD", "species": ["C", "N", "N", "O", "O", "H", "H"], "coordinates": [[0.64, 1.96, 1.71], [-0.35, -2.42, -0.36], [0.56, -0.88, 0.95], [0.01, 2.04, 2.69], [-0.24, -1.21, 0.05], [0.70, 0.60, 1.47], [-1.03, -2.39, -1.20]], "gap_ev": [7.56, 8.22], "charge": 0}


*b*
{"formula": "CH2N2O2", "method": "ωB97M-V/def2-TZVPD", "species": ["C", "N", "N", "O", "O", "H", "H"], "coordinates": [[-0.52, 0.58, 0.16], [0.37, 0.57, -0.85], [-0.44, -0.72, -0.18], [-0.87, 1.77, 1.40], [0.35, -1.59, 0.26], [0.06, 0.75, -1.74], [1.06, -1.36, 0.96]], "gap_ev": [8.96, 8.96], "charge": 0}


Going by the energies, *a* is most stable and the next is 8.0 kcal/mol up.


*a*
{"formula": "CH2N2O2", "method": "ωB97M-V/def2-TZVPD", "species": ["C", "N", "N", "O", "O", "H", "H"], "coordinates": [[1.98, -0.04, -0.07], [1.06, -1.08, -0.25], [0.89, 0.32, -0.78], [3.04, 0.29, 0.33], [0.00, 1.14, -0.05], [0.29, -1.32, 0.55], [-0.78, 1.24, -0.53]], "gap_ev": 10.53, "charge": 0}


*b*
{"formula": "CH2N2O2", "method": "ωB97M-V/def2-TZVPD", "species": ["C", "N", "N", "O", "O", "H", "H"], "coordinates": [[-0.82, -0.18, 0.09], [-0.40, -1.42, -0.28], [0.37, 0.48, 0.61], [-1.82, 0.42, -0.10], [0.75, 1.25, -0.43], [0.28, -1.96, 0.38], [1.65, 1.41, -0.26]], "gap_ev": [8.06, 9.66], "charge": 0}


*c*
{"formula": "CH2N2O2", "method": "ωB97M-V/def2-TZVPD", "species": ["C", "N", "N", "O", "O", "H", "H"], "coordinates": [[1.32, -0.45, 0.18], [-0.90, -0.92, 0.48], [0.07, -0.72, -0.21], [2.39, -0.92, -0.08], [-2.08, -0.78, -0.22], [1.18, 0.54, 0.75], [-1.65, -0.38, -1.03]], "gap_ev": 10.21, "charge": 0}


Going by the energies, *c* is most stable and the next is 21.2 kcal/mol up.


*a*
{"formula": "C2H7O2P", "method": "ωB97M-V/def2-TZVPD", "species": ["C", "C", "O", "O", "P", "H", "H", "H", "H", "H", "H", "H"], "coordinates": [[1.83, -0.11, 0.51], [-1.26, -0.84, 0.00], [-2.02, 0.14, 0.64], [-0.39, 1.39, -1.09], [0.09, -0.18, -1.13], [2.75, -0.08, -0.04], [1.70, -1.00, 1.10], [1.61, 0.81, 1.05], [-1.93, -1.45, -0.62], [-0.78, -1.52, 0.73], [-1.51, 0.95, 0.69], [-0.09, 1.89, -1.85]], "gap_ev": 9.07, "charge": 0}


*b*
{"formula": "C2H7O2P", "method": "ωB97M-V/def2-TZVPD", "species": ["C", "C", "O", "O", "P", "H", "H", "H", "H", "H", "H", "H"], "coordinates": [[1.13, -1.29, -0.33], [-1.44, 0.35, -0.01], [0.96, 1.03, 1.31], [-1.90, 1.45, 0.71], [0.78, 0.46, -0.04], [2.13, -1.50, 0.10], [0.37, -1.68, 0.33], [1.09, -1.50, -1.45], [-1.69, 0.30, -1.07], [-1.46, -0.57, 0.45], [-1.17, 1.83, 1.25], [1.21, 1.11, -1.26]], "gap_ev": 9.95, "charge": 0}


Going by the energies, *b* is most stable and the next is 5.9 kcal/mol up.